This record from the Open Molecules 2025 dataset describes an isolated molecule of C5H7N at a distorted geometry. The level of theory is ωB97M-V/def2-TZVPD.

Calculated values
- highest occupied orbital energy (eV) = -9.774
- energy relative to the best compared isomer or geometry (same formula, charge and spin) (kcal per mole) = 58.5
- total energy (eV) = -6785.974
- maximum force (eV/Å) = 4.3

```
13
Properties=species:S:1:pos:R:3:forces:R:3
C -0.4386 3.5317 -1.6587 0.9 -3.3 -0.1
C -0.0139 0.8696 -1.6488 -2.0 2.7 2.6
C -0.2117 0.3199 -0.4353 1.0 -0.3 1.2
C -0.1460 -1.2080 -0.2312 1.3 -0.1 -0.7
C 0.0420 1.1839 0.8442 -0.2 -1.3 -0.3
N -0.1743 2.3620 -1.6737 -0.2 0.5 -0.8
H -0.2367 0.3108 -2.5050 0.2 -0.2 -1.5
H -0.8575 -1.7114 0.4552 0.5 0.8 -0.2
H 0.9205 -1.3707 0.0780 -1.0 0.0 0.5
H -0.1168 -1.8099 -1.1595 -0.6 0.6 0.0
H -0.6773 1.1204 1.7165 0.5 -0.2 -1.3
H 0.1298 2.2100 0.4924 0.2 -0.1 0.6
H 1.0079 0.7552 1.2098 -0.6 0.7 0.0
```
Positions in Å, forces in eV/Å.

Atom charges from the natural (NBO) analysis, given in e for atoms 1 to 6: atom 1 (C): 0.29, atom 2 (C): -0.09, atom 3 (C): 0.09, atom 4 (C): -0.66, atom 5 (C): -0.66, atom 6 (N): -0.57

This record from the Open Molecules 2025 dataset describes an isolated molecule of C5H7N at a distorted geometry. The level of theory is ωB97M-V/def2-TZVPD.

Calculated values
- highest occupied orbital energy (eV) = -10.883
- energy relative to the best compared isomer or geometry (same formula, charge and spin) (kcal per mole) = 28.0
- total energy (eV) = -6787.297
- SMILES = N#CCC1CC1
- maximum force (eV/Å) = 1.1

```
13
Properties=species:S:1:pos:R:3:forces:R:3
N -0.7161 2.6394 -1.0022 -0.3 -0.9 -0.4
C -0.8333 1.4976 -1.1416 0.1 1.1 0.1
C -0.8379 0.0327 -1.0845 0.1 0.0 0.0
C -0.3887 -0.3186 0.3322 -0.1 0.0 0.1
C 0.8511 0.2946 0.9119 0.1 0.1 0.0
C 0.7823 -1.1925 0.6651 0.1 -0.2 0.0
H -0.1660 -0.3627 -1.8559 0.0 0.1 0.2
H -1.8380 -0.3566 -1.3118 0.2 0.1 0.1
H -1.2077 -0.3675 1.0457 0.1 0.0 -0.2
H 0.7745 0.7498 1.8958 0.1 -0.4 -0.1
H 1.5085 0.8453 0.2415 -0.2 -0.1 0.1
H 1.4095 -1.5345 -0.1534 -0.2 0.0 0.0
H 0.6619 -1.9271 1.4572 0.1 0.3 0.0
```
Positions in Å, forces in eV/Å.

Atom charges from the natural (NBO) analysis, given in e for atoms 1 to 6: atom 1 (N): -0.34, atom 2 (C): 0.29, atom 3 (C): -0.51, atom 4 (C): -0.23, atom 5 (C): -0.41, atom 6 (C): -0.41

This record from the Open Molecules 2025 dataset describes a cluster of 3 separate species, C5H7N in total. The level of theory is ωB97M-V/def2-TZVPD.

Calculated values
- highest occupied orbital energy (eV) = -7.984
- energy relative to the best compared isomer or geometry (same formula, charge and spin) (kcal per mole) = 155.4
- total energy (eV) = -6781.773
- maximum force (eV/Å) = 0.4

```
13
Properties=species:S:1:pos:R:3:forces:R:3
C -1.2330 0.7781 -0.3795 -0.1 0.0 -0.2
C -0.1583 0.0248 -0.9422 0.1 0.0 0.2
C 1.0653 0.6021 -0.4490 0.0 -0.1 0.2
N 1.5864 -0.2322 0.4055 0.0 0.1 0.0
C 0.8143 -1.4858 0.5699 -0.1 0.3 -0.3
C -0.1398 -1.3019 -0.4580 -0.1 -0.2 0.2
H -0.9170 0.3476 1.0103 0.1 -0.1 0.1
H -1.2404 1.8676 -0.4290 0.0 -0.2 0.0
H -2.2303 0.3374 -0.3709 0.2 0.0 0.1
H 1.4554 1.6033 -0.6125 -0.1 -0.2 0.0
H 2.4152 -0.0479 0.9555 -0.1 0.0 -0.1
H -0.4177 -0.5331 1.2430 -0.1 0.1 -0.1
H -1.0002 -1.9600 -0.5430 0.1 0.1 0.0
```
Positions in Å, forces in eV/Å.

Atom charges from the natural (NBO) analysis, given in e for atoms 1 to 6: atom 1 (C): -0.38, atom 2 (C): -0.24, atom 3 (C): 0.18, atom 4 (N): -0.50, atom 5 (C): -0.17, atom 6 (C): -0.32

This record from the Open Molecules 2025 dataset describes an isolated molecule of C5H7N. The level of theory is ωB97M-V/def2-TZVPD.

Calculated values
- highest occupied orbital energy (alpha / beta) (eV) = -7.448 / -7.364
- energy relative to the best compared isomer or geometry (same formula, charge and spin) (kcal per mole) = 130.6
- total energy (eV) = -6782.850
- maximum force (eV/Å) = 0.6

```
13
Properties=species:S:1:pos:R:3:forces:R:3
N 0.9729 0.2530 1.5722 0.2 -0.1 0.1
C 1.6618 -0.1741 0.6546 -0.5 0.2 0.2
C 0.8165 -0.3548 -0.6155 0.2 -0.1 -0.3
C -0.4916 -1.0413 -0.1096 0.0 -0.2 0.1
C -0.8754 0.3204 0.4161 -0.4 0.0 -0.4
C -0.0561 0.9365 -0.6928 0.1 0.2 -0.1
H 1.3401 -0.7294 -1.4940 -0.1 0.1 0.2
H -1.0715 -1.3223 -0.9983 0.0 0.1 0.1
H -0.4363 -1.8936 0.5734 0.1 0.1 -0.1
H -1.8576 0.6416 0.7654 0.2 0.0 0.1
H 0.1761 0.5313 2.1372 0.1 0.0 -0.1
H 0.4029 1.9190 -0.5523 0.0 -0.2 0.0
H -0.5817 0.9137 -1.6566 0.0 0.0 0.2
```
Positions in Å, forces in eV/Å.

Atom charges from the natural (NBO) analysis, given in e for atoms 1 to 6: atom 1 (N): -0.60, atom 2 (C): 0.22, atom 3 (C): -0.29, atom 4 (C): -0.44, atom 5 (C): -0.24, atom 6 (C): -0.44

This record from the Open Molecules 2025 dataset describes an isolated molecule of C5H7N. The level of theory is ωB97M-V/def2-TZVPD.

Calculated values
- highest occupied orbital energy (eV) = -8.150
- energy relative to the best compared isomer or geometry (same formula, charge and spin) (kcal per mole) = 114.9
- total energy (eV) = -6783.531
- maximum force (eV/Å) = 0.4

```
13
Properties=species:S:1:pos:R:3:forces:R:3
C -2.7304 -0.0597 0.1479 0.2 0.0 -0.1
C -1.4425 0.3115 0.0519 0.0 0.0 0.1
C -0.2251 -0.4284 0.2825 0.0 0.2 -0.3
C 0.8663 -0.2104 -0.6235 -0.4 0.0 0.0
C 2.0771 0.3489 0.1264 0.2 0.2 0.2
N 2.1132 -0.9777 -0.3875 0.0 -0.1 0.1
H -1.3005 1.3729 -0.1740 0.2 0.0 0.1
H -3.5032 0.6994 0.0683 0.1 -0.2 -0.2
H -3.0690 -1.0858 0.2388 0.2 0.0 0.2
H 0.7677 0.1281 -1.6571 -0.1 0.0 0.2
H 1.9887 0.5184 1.1961 0.0 -0.1 -0.1
H 2.6618 1.0876 -0.4178 -0.2 -0.1 0.1
H 1.9156 -1.6265 0.3735 0.0 0.0 -0.1
```
Positions in Å, forces in eV/Å.

Atom charges from the natural (NBO) analysis, given in e for atoms 1 to 6: atom 1 (C): -0.33, atom 2 (C): -0.37, atom 3 (C): 0.07, atom 4 (C): -0.26, atom 5 (C): -0.18, atom 6 (N): -0.54

This record from the Open Molecules 2025 dataset describes an isolated molecule of C5H7N. The level of theory is ωB97M-V/def2-TZVPD.

Calculated values
- highest occupied orbital energy (eV) = -8.827
- energy relative to the best compared isomer or geometry (same formula, charge and spin) (kcal per mole) = 62.5
- total energy (eV) = -6785.803
- SMILES = C=C=C/C=N/C
- maximum force (eV/Å) = 1.0

```
13
Properties=species:S:1:pos:R:3:forces:R:3
C 2.3213 -0.0377 0.2723 0.3 0.0 0.0
N 0.8905 0.0525 0.1817 -0.1 -0.4 -0.1
C -2.2699 1.4918 -0.0617 -0.3 -0.4 0.2
C -1.7626 0.2998 -0.0607 -0.3 -0.1 0.0
C -1.2336 -0.8872 -0.2187 -0.1 0.1 0.2
C 0.2337 -0.9614 -0.2076 0.2 0.2 0.1
H 2.6180 0.1827 1.3045 0.0 0.0 -0.2
H 2.7666 0.7364 -0.3615 0.0 -0.1 0.1
H 2.7220 -1.0213 -0.0175 0.0 0.1 0.0
H -2.2458 2.1839 0.7738 -0.2 -0.3 0.0
H -2.8819 1.6650 -0.9304 0.2 0.9 -0.4
H -1.8575 -1.7758 -0.2334 0.2 0.0 0.3
H 0.6992 -1.9288 -0.4407 0.1 0.1 -0.1
```
Positions in Å, forces in eV/Å.

Atom charges from the natural (NBO) analysis, given in e for atoms 1 to 6: atom 1 (C): -0.43, atom 2 (N): -0.40, atom 3 (C): -0.51, atom 4 (C): 0.21, atom 5 (C): -0.40, atom 6 (C): 0.09

This record from the Open Molecules 2025 dataset describes a structure of composition C5H7N at a distorted geometry. The level of theory is ωB97M-V/def2-TZVPD.

Calculated values
- highest occupied orbital energy (eV) = -9.101
- energy relative to the best compared isomer or geometry (same formula, charge and spin) (kcal per mole) = 102.3
- total energy (eV) = -6784.078
- maximum force (eV/Å) = 2.8

```
13
Properties=species:S:1:pos:R:3:forces:R:3
C -1.8982 0.4318 -0.3738 -2.1 1.2 -1.0
C 0.2626 -1.0239 0.8381 2.4 -0.8 0.8
C 0.2799 -0.3810 -0.5020 0.2 0.7 -0.4
C 1.6028 0.1478 -0.0489 1.3 0.0 1.2
N 1.2001 -0.2812 1.2920 1.6 -1.0 2.0
C -0.6560 0.6795 -0.0949 -1.5 0.7 -1.6
H -2.1560 -0.0515 -1.3074 -0.4 -1.1 0.6
H -2.5967 1.0336 0.1565 -1.1 0.5 -0.3
H -0.0295 -1.8920 1.4210 -1.3 0.2 -0.4
H 0.1538 -0.9350 -1.4120 -0.5 0.1 -0.7
H 1.9598 1.1727 -0.0154 -0.4 0.3 -0.9
H 2.3900 -0.5134 -0.3617 0.7 -0.1 -0.1
H -0.5088 1.6421 0.3993 1.1 -0.9 0.7
```
Positions in Å, forces in eV/Å.

Atom charges from the natural (NBO) analysis, given in e for atoms 1 to 6: atom 1 (C): -0.43, atom 2 (C): 0.09, atom 3 (C): -0.31, atom 4 (C): -0.25, atom 5 (N): -0.39, atom 6 (C): -0.17

This record from the Open Molecules 2025 dataset describes an isolated molecule of C5H7N. The level of theory is ωB97M-V/def2-TZVPD.

Calculated values
- highest occupied orbital energy (eV) = -8.667
- energy relative to the best compared isomer or geometry (same formula, charge and spin) (kcal per mole) = 86.9
- total energy (eV) = -6784.743
- SMILES = CC#C[C@H]1CN1
- maximum force (eV/Å) = 1.0

```
13
Properties=species:S:1:pos:R:3:forces:R:3
C -2.5494 0.3686 0.1439 -0.2 -0.2 -0.1
C -1.2175 -0.0561 -0.2580 0.2 -0.5 -0.4
C -0.1470 -0.4641 -0.6461 -0.5 0.1 0.0
C 1.2741 -0.2044 -0.7978 -0.3 0.5 0.0
C 1.7514 0.1596 0.5477 0.3 0.1 0.3
N 2.4923 -0.8065 -0.2549 0.0 -0.4 0.0
H -3.1899 0.2671 -0.7319 -0.4 0.1 0.2
H -2.5944 1.4086 0.4958 0.2 -0.3 -0.1
H -2.9112 -0.2772 0.9472 -0.1 0.1 -0.1
H 1.5386 0.4534 -1.6200 -0.2 0.0 0.1
H 1.1900 -0.3112 1.3513 0.0 0.5 -0.1
H 2.0141 1.1958 0.6890 0.9 -0.1 0.2
H 2.3489 -1.7337 0.1336 0.0 0.0 -0.1
```
Positions in Å, forces in eV/Å.

Atom charges from the natural (NBO) analysis, given in e for atoms 1 to 6: atom 1 (C): -0.68, atom 2 (C): 0.01, atom 3 (C): -0.06, atom 4 (C): -0.16, atom 5 (C): -0.22, atom 6 (N): -0.56

This record from the Open Molecules 2025 dataset describes a cluster of 2 separate species, C5H7N in total at a distorted geometry. The level of theory is ωB97M-V/def2-TZVPD.

Calculated values
- highest occupied orbital energy (alpha / beta) (eV) = -7.680 / -7.679
- energy relative to the best compared isomer or geometry (same formula, charge and spin) (kcal per mole) = 125.1
- total energy (eV) = -6783.089
- maximum force (eV/Å) = 1.1

```
13
Properties=species:S:1:pos:R:3:forces:R:3
N 1.6229 -0.8450 1.6617 -0.5 0.4 -0.9
C 1.8184 -0.3152 0.6215 -0.4 -0.4 0.7
C 1.6700 0.2878 -0.6068 0.2 0.0 0.0
C -0.6196 0.5427 0.1464 -0.3 -0.1 0.0
C -0.7799 -0.5935 1.0164 0.3 0.0 0.0
C -1.3838 0.2689 -0.9497 0.1 0.1 0.0
H 1.6775 -0.4037 -1.4531 -0.1 0.1 0.2
H 2.1982 1.2150 -0.8072 -0.2 0.0 0.2
H -0.7502 1.5041 0.6403 0.4 0.0 -0.2
H -1.3127 -0.3961 1.9462 0.3 -0.1 -0.1
H -0.8330 -1.6162 0.6587 0.3 0.2 -0.1
H -1.1960 -0.6266 -1.5333 -0.4 -0.2 0.4
H -2.1118 0.9777 -1.3411 0.2 0.0 -0.1
```
Positions in Å, forces in eV/Å.

Atom charges from the natural (NBO) analysis, given in e for atoms 1 to 6: atom 1 (N): -0.44, atom 2 (C): 0.27, atom 3 (C): -0.71, atom 4 (C): -0.22, atom 5 (C): -0.21, atom 6 (C): -0.21

Which value of energy relative to the best compared isomer or geometry (same formula, charge and spin) does entry 7 give? 102.3 kcal per mole

Copy entry 6 word for word.
This record from the Open Molecules 2025 dataset describes an isolated molecule of C5H7N. The level of theory is ωB97M-V/def2-TZVPD.

Calculated values
- highest occupied orbital energy (eV) = -8.827
- energy relative to the best compared isomer or geometry (same formula, charge and spin) (kcal per mole) = 62.5
- total energy (eV) = -6785.803
- SMILES = C=C=C/C=N/C
- maximum force (eV/Å) = 1.0

```
13
Properties=species:S:1:pos:R:3:forces:R:3
C 2.3213 -0.0377 0.2723 0.3 0.0 0.0
N 0.8905 0.0525 0.1817 -0.1 -0.4 -0.1
C -2.2699 1.4918 -0.0617 -0.3 -0.4 0.2
C -1.7626 0.2998 -0.0607 -0.3 -0.1 0.0
C -1.2336 -0.8872 -0.2187 -0.1 0.1 0.2
C 0.2337 -0.9614 -0.2076 0.2 0.2 0.1
H 2.6180 0.1827 1.3045 0.0 0.0 -0.2
H 2.7666 0.7364 -0.3615 0.0 -0.1 0.1
H 2.7220 -1.0213 -0.0175 0.0 0.1 0.0
H -2.2458 2.1839 0.7738 -0.2 -0.3 0.0
H -2.8819 1.6650 -0.9304 0.2 0.9 -0.4
H -1.8575 -1.7758 -0.2334 0.2 0.0 0.3
H 0.6992 -1.9288 -0.4407 0.1 0.1 -0.1
```
Positions in Å, forces in eV/Å.

Atom charges from the natural (NBO) analysis, given in e for atoms 1 to 6: atom 1 (C): -0.43, atom 2 (N): -0.40, atom 3 (C): -0.51, atom 4 (C): 0.21, atom 5 (C): -0.40, atom 6 (C): 0.09